Molecular formula: C37H52HfN2O3S
Method: DFT, the ωB97M-V functional and the def2-TZVPD basis

Kohn-Sham gap   6.6 eV
Net charge   +2
LUMO energy   -7.00 eV
E_HOMO   -13.581 eV
2S+1   1

Last column: Mulliken charge in e.
Positions of all 96 atoms, in Å:
Hf1 -0.6197 -0.3585 0.2009  -0.561
C1 2.8577 2.0717 -2.7485  -1.461
C2 3.1773 1.4426 -1.3905  1.215
C3 4.6959 1.4016 -1.1763  -1.691
C4 2.5236 2.1941 -0.2526  1.076
C5 2.8157 3.5419 -0.0720  -0.822
C6 2.3061 4.2471 1.0001  -1.838
C7 1.4918 3.6160 1.9266  -0.531
C8 1.1487 2.2777 1.7764  0.561
C9 0.4326 1.5125 2.8748  2.185
C10 1.4738 1.1365 3.9379  -1.615
C11 -0.7347 2.2613 3.5179  -1.752
C12 1.6541 1.5822 0.6642  -0.017
N1 1.3373 0.1874 0.5404  0.930
C13 2.3686 -0.6334 0.6014  -0.069
C14 2.3850 -2.0279 0.4334  -0.157
C15 3.6542 -2.6635 0.4789  -1.054
C16 3.7841 -4.0122 0.3183  -1.005
C17 2.6380 -4.7991 0.1315  -0.748
C18 1.3909 -4.2266 0.0810  -0.749
C19 1.2201 -2.8318 0.2164  1.930
N2 -0.0041 -2.2428 0.2089  1.200
C20 -1.1704 -2.9528 -0.2402  -0.586
C21 -2.1828 -3.2327 0.6920  0.488
C22 -3.3375 -3.8620 0.2391  -1.071
C23 -3.4822 -4.1997 -1.0912  -1.359
C24 -2.4818 -3.9084 -2.0021  -0.889
C25 -1.3093 -3.2748 -1.6076  0.585
C26 -0.1838 -2.9831 -2.5932  1.390
C27 -0.4269 -3.6022 -3.9722  -2.081
C28 0.0872 -1.4788 -2.7962  -0.568
C29 -2.1002 -2.8675 2.1675  0.164
C30 -0.7590 -3.1380 2.8565  -1.404
C31 -2.5172 -1.4034 2.3542  -1.155
H1 3.4117 1.5520 -3.5272  0.523
H2 3.1485 3.1181 -2.7725  0.265
H3 1.7928 1.9961 -2.9662  0.217
H4 2.8030 0.4105 -1.4165  -0.454
H5 5.1167 2.4010 -1.2179  0.386
H6 5.1683 0.8062 -1.9526  0.475
H7 4.9550 0.9748 -0.2100  0.338
H8 3.4792 4.0366 -0.7637  0.475
H9 2.5768 5.2830 1.1377  0.482
H10 1.1619 4.1714 2.7899  0.415
H11 0.0300 0.5553 2.4486  -1.144
H12 1.9001 2.0291 4.3869  0.391
H13 2.2799 0.5567 3.4960  0.315
H14 1.0170 0.5482 4.7279  0.466
H15 -0.4037 3.1921 3.9657  0.415
H16 -1.1660 1.6525 4.3098  0.471
H17 -1.5212 2.4885 2.8019  0.181
H18 3.3355 -0.1842 0.8230  0.547
H19 4.5265 -2.0485 0.6338  0.539
H20 4.7565 -4.4747 0.3374  0.454
H21 2.7389 -5.8696 0.0348  0.484
H22 0.5163 -4.8454 -0.0609  0.596
H23 -4.1275 -4.0905 0.9350  0.519
H24 -4.3811 -4.6917 -1.4236  0.458
H25 -2.6285 -4.1880 -3.0312  0.505
H26 0.7251 -3.4506 -2.1956  0.001
H27 -1.3129 -3.1911 -4.4484  0.472
H28 -0.5366 -4.6807 -3.9043  0.478
H29 0.4220 -3.3963 -4.6193  0.449
H30 -0.7911 -1.0094 -3.2389  0.322
H31 0.9214 -1.3660 -3.4879  0.768
H32 0.3478 -0.9395 -1.8563  -0.218
H33 -2.8545 -3.4784 2.6774  0.857
H34 -0.0051 -2.3774 2.6226  0.056
H35 -0.3739 -4.1122 2.5700  0.388
H36 -0.9025 -3.1489 3.9350  0.508
H37 -1.8091 -0.7275 1.7958  0.547
H38 -2.5028 -1.1333 3.4120  0.677
H39 -3.5288 -1.2625 1.9722  0.430
C32 -3.4631 2.3463 -1.0708  -1.892
C33 -3.1357 1.3924 0.0679  2.613
C34 -4.1257 1.5401 1.2146  -1.832
O1 -1.7511 1.5867 0.5424  0.078
C35 -3.1071 -0.0400 -0.5120  -0.513
O2 -4.0093 -0.8207 -0.3738  -0.529
O3 -1.9816 -0.2840 -1.1297  -0.468
H40 -3.3915 3.3764 -0.7271  0.421
H41 -4.4841 2.1720 -1.3985  0.534
H42 -2.7909 2.1874 -1.9120  0.377
H43 -4.3683 2.5852 1.3846  0.471
H44 -3.7307 1.1196 2.1356  0.255
H45 -5.0362 1.0100 0.9467  0.417
H46 -1.5174 2.5045 0.3013  -0.965
C36 -0.7295 4.8392 -0.4080  -1.404
S1 -0.3396 3.4241 -1.4863  0.659
C37 -0.0567 4.3293 -3.0267  -1.245
H47 0.0924 5.5434 -0.4670  0.457
H48 -0.8312 4.4949 0.6179  0.329
H49 -1.6543 5.3107 -0.7301  0.448
H50 -0.8426 5.0694 -3.1476  0.498
H51 -0.0800 3.6147 -3.8436  0.386
H52 0.9142 4.8159 -2.9744  0.305